[1]
# C5H8Cl2FNO4S

C5H8Cl2FNO4S in the gas phase (wB97M-V/def2-TZVPD, the Open Molecules 2025 dataset).

Each atom is followed by the atoms it is bonded to, with distances in Å.
Atoms and positions in Å:
1 C -1.905 -1.412 -1.640  C2 1.524, H15 1.092, H16 1.089, H17 1.087
2 C -0.406 -1.392 -1.366  C1 1.524, Cl3 1.797, C4 1.555, H18 1.083
3 Cl 0.466 -1.939 -2.839  C2 1.797
4 C 0.024 0.019 -0.876  C2 1.555, Cl5 1.767, N6 1.495, H19 1.091
5 Cl 0.798 0.998 -2.127  C4 1.767
6 N 0.915 -0.036 0.323  C4 1.495, C7 1.478, S11 1.653
7 C 1.609 1.220 0.674  N6 1.478, C8 1.530, H20 1.083, H21 1.088
8 C 0.734 2.457 0.883  C7 1.530, O9 1.191, O10 1.359
9 O 0.906 3.476 0.292  C8 1.191
10 O -0.274 2.318 1.784  C8 1.359, H22 0.968
11 S 0.194 -0.767 1.619  N6 1.653, O12 1.417, O13 1.420, F14 1.564
12 O -1.218 -0.789 1.496  S11 1.417
13 O 0.830 -0.344 2.816  S11 1.420
14 F 0.655 -2.244 1.392  S11 1.564
15 H -2.193 -0.491 -2.151  C1 1.092
16 H -2.466 -1.499 -0.711  C1 1.089
17 H -2.146 -2.234 -2.309  C1 1.087
18 H -0.109 -2.134 -0.635  C2 1.083
19 H -0.892 0.561 -0.638  C4 1.091
20 H 2.338 1.456 -0.091  C7 1.083
21 H 2.161 1.050 1.597  C7 1.088
22 H -0.021 1.726 2.507  O10 0.968

HOMO-LUMO gap ... 11.20 eV
SMILES ... C[C@@H](Cl)[C@H](Cl)N(CC(=O)O)S(=O)(=O)F
HOMO ... -10.8038 eV
Multiplicity ... 1
LUMO ... 0.4 eV
DFT total energy ... -53592.1951 eV



[2]
# C5H8Cl3N2OS

2 unconnected molecules or ions with the total composition C5H8Cl3N2OS at a distorted geometry (wB97M-V/def2-TZVPD, the Open Molecules 2025 dataset).

Each atom is followed by the atoms it is bonded to, with distances in Å.
Atoms and positions in Å:
1 C 0.171 1.745 1.597  N6 1.359, N7 1.326, H13 1.079
2 C -1.152 0.375 0.340  C5 1.478, N7 1.412, S9 1.821
3 C 2.210 -1.242 -1.038  C4 1.474, H14 1.136, H15 1.180, H16 1.025
4 C 0.741 -1.366 -1.035  C3 1.474, O8 1.341, H17 1.059, H18 1.105
5 C -2.474 -0.239 0.093  C2 1.478, Cl10 1.753, Cl11 1.771, Cl12 1.829
6 N 0.504 2.268 0.387  C1 1.359, S9 1.737, H19 1.023
7 N -0.736 0.778 1.628  C1 1.326, C2 1.412, H20 0.967
8 O 0.166 -1.206 0.166  C4 1.341
9 S -0.347 1.451 -0.888  C2 1.821, N6 1.737
10 Cl -2.421 -1.005 -1.482  C5 1.753
11 Cl -2.793 -1.336 1.447  C5 1.771
12 Cl -3.665 1.149 0.123  C5 1.829
13 H 0.662 2.246 2.417  C1 1.079
14 H 2.508 -2.175 -1.613  C3 1.136
15 H 2.727 -0.313 -1.550  C3 1.180
16 H 2.677 -1.220 -0.126  C3 1.025
17 H 0.313 -2.218 -1.497  C4 1.059
18 H 0.394 -0.490 -1.611  C4 1.105
19 H 1.485 2.496 0.207  N6 1.023
20 H -0.970 0.302 2.436  N7 0.967

HOMO-LUMO gap (spin up / spin down) ... 7.89 / 7.89 eV
HOMO (spin up / spin down) ... -12.9691 / -12.9721 eV
Total charge ... +1
Multiplicity ... 1
LUMO (spin up / spin down) ... -5.1 / -5.1 eV
DFT total energy ... -58734.0291 eV



[3]
# C5H8ClN4O2

2 unconnected molecules or ions with the total composition C5H8ClN4O2 at a distorted geometry (wB97M-V/def2-TZVPD, the Open Molecules 2025 dataset).

Each atom is followed by the atoms it is bonded to, with distances in Å.
Atoms and positions in Å:
1 C 1.373 0.955 -1.440  C4 1.530, N6 1.216, H13 1.136
2 C -0.413 -0.221 -0.556  C5 1.349, N6 1.364, N8 1.359
3 C -4.240 -0.941 0.271  O10 1.155, O11 1.144
4 C 2.184 1.092 -0.150  C1 1.530, N9 1.402, H14 1.174, H15 1.012
5 C -0.921 0.650 0.341  C2 1.349, Cl12 1.719, H16 1.140
6 N 0.343 0.319 -1.554  C1 1.216, C2 1.364
7 N 2.002 -0.478 1.528  N9 1.294, H17 1.124, H18 1.067
8 N -0.634 -1.562 -0.602  C2 1.359, H19 1.134, H20 1.050
9 N 1.537 0.607 0.996  C4 1.402, N7 1.294
10 O -3.372 -1.700 0.341  C3 1.155
11 O -5.094 -0.209 0.066  C3 1.144
12 Cl -0.859 2.366 0.272  C5 1.719
13 H 1.846 1.638 -2.215  C1 1.136
14 H 3.228 0.573 -0.290  C4 1.174
15 H 2.280 2.089 -0.005  C4 1.012
16 H -1.640 0.167 1.081  C5 1.140
17 H 2.898 -0.997 1.090  N7 1.124
18 H 1.762 -0.517 2.567  N7 1.067
19 H -1.609 -1.922 -0.149  N8 1.134
20 H -0.671 -1.909 -1.592  N8 1.050

HOMO-LUMO gap (spin up / spin down) ... 7.13 / 6.43 eV
HOMO (spin up / spin down) ... -12.3205 / -12.1191 eV
Total charge ... +1
Multiplicity ... 1
LUMO (spin up / spin down) ... -5.2 / -5.7 eV
DFT total energy ... -27882.5269 eV



no.,molar mass (g/mol)
1,268.09
2,250.56
3,191.60